Arrangement A

The following is a quantum chemistry calculation of the molecule C2H5N2P, from the Open Molecules 2025 dataset.

Calculated values
- Frontier orbital gap: 9.20 eV
- Multiplicity: 1
- SMILES: C1CPN=N1

Each atom is followed by the atoms it is bonded to, with distances in Å.
CARTESIAN COORDINATES (ANGSTROEM)
1 C 0.6488 0.6833 0.0200  C2 1.444, N3 1.737, H6 1.184, H7 1.081
2 C 0.4901 -0.6799 -0.4298  C1 1.444, P5 1.896, H8 1.059, H9 1.102
3 N -0.9417 1.3739 -0.0883  C1 1.737, N4 1.182
4 N -1.8123 0.5760 -0.0397  N3 1.182, P5 1.811
5 P -1.2703 -1.1469 0.0953  C2 1.896, N4 1.811, H10 1.404
6 H 0.7462 0.8640 1.1866  C1 1.184
7 H 1.2894 1.3328 -0.5600  C1 1.081
8 H 0.4253 -0.6353 -1.4862  C2 1.059
9 H 1.2920 -1.3745 -0.1299  C2 1.102
10 H -0.8675 -0.9935 1.4320  P5 1.404

=====

Arrangement B

The following is a quantum chemistry calculation of the molecule C2H5N2P, from the Open Molecules 2025 dataset.

Calculated values
- Frontier orbital gap: 8.24 eV
- Multiplicity: 1
- SMILES: [H]/N=C/C=N/P

Each atom is followed by the atoms it is bonded to, with distances in Å.
CARTESIAN COORDINATES (ANGSTROEM)
1 C -1.4686 0.4371 -0.2144  C2 1.446, N3 1.291, H6 1.051
2 C -0.1834 -0.2247 -0.2233  C1 1.446, N4 1.416, H7 1.021
3 N -2.5405 -0.2826 -0.1972  C1 1.291, H8 1.014
4 N 0.9826 0.5684 -0.0985  C2 1.416, P5 1.628
5 P 2.4606 -0.0981 -0.2494  N4 1.628, H9 1.438, H10 1.486
6 H -1.2830 1.4596 -0.0561  C1 1.051
7 H -0.2282 -1.2444 -0.2034  C2 1.021
8 H -3.2952 0.3923 -0.1337  N3 1.014
9 H 3.0914 0.4083 0.9399  P5 1.438
10 H 2.4642 -1.4160 0.4361  P5 1.486

=====

It comes down to arrangement A, which is 3.5 kcal/mol more stable than the next structure.